# 1
{
  "formula": "C5H10O",
  "method": "wB97M-V/def2-TZVPD",
  "species": ["C", "C", "C", "C", "C", "O", "H", "H", "H", "H", "H", "H", "H", "H", "H", "H"],
  "coordinates": [[1.663, -1.317, -0.510], [0.288, -0.667, -0.660], [-0.166, 0.013, 0.617], [-0.102, 1.516, 0.764], [-1.422, 0.837, 0.589], [-2.052, 1.028, -0.648], [1.639, -2.087, 0.271], [2.415, -0.572, -0.224], [1.989, -1.795, -1.441], [0.300, 0.060, -1.483], [-0.450, -1.437, -0.939], [0.010, -0.570, 1.522], [0.143, 1.952, 1.729], [0.246, 2.081, -0.097], [-2.098, 0.788, 1.444], [-2.403, 0.173, -0.933]],
  "forces_ev_per_angstrom": [[0.036, -0.020, 0.043], [0.003, 0.018, -0.086], [0.030, -0.174, -0.016], [0.066, 0.149, -0.003], [0.032, -0.019, 0.271], [-0.158, -0.169, -0.060], [0.045, 0.135, -0.130], [-0.113, -0.134, -0.059], [-0.067, 0.107, 0.166], [-0.017, -0.145, 0.194], [0.159, 0.110, 0.039], [-0.076, 0.119, -0.137], [-0.076, -0.125, -0.176], [-0.023, -0.106, 0.094], [0.125, 0.027, -0.164], [0.034, 0.228, 0.024]],
  "gap_ev": 10.741,
  "total_charge": 0,
  "e_homo_ev": -9.7,
  "e_tot_ev": -7393.6323,
  "lumo_energy_ev": 1.01,
  "largest_force_ev_per_a": 0.27,
  "molar_mass_g_mol": 86.1
}

***

# 2
{
  "formula": "C5H10O",
  "method": "wB97M-V/def2-TZVPD",
  "species": ["C", "O", "C", "C", "C", "C", "H", "H", "H", "H", "H", "H", "H", "H", "H", "H"],
  "coordinates": [[2.029, -0.101, -0.039], [0.897, -0.006, 0.811], [-0.495, 0.118, 0.156], [-0.678, 1.603, 0.205], [-0.804, -0.937, -0.853], [-1.386, -1.017, 0.541], [2.947, 0.208, 0.491], [2.157, -1.148, -0.325], [1.956, 0.522, -0.945], [-0.695, 2.132, -0.758], [-1.448, 1.988, 0.889], [0.350, 1.564, 0.697], [-1.472, -0.747, -1.692], [0.031, -1.588, -1.084], [-0.926, -1.705, 1.239], [-2.462, -0.887, 0.666]],
  "forces_ev_per_angstrom": [[-0.168, -0.272, -0.221], [-0.922, -1.267, -0.379], [1.458, -0.563, 0.462], [0.844, 0.090, 0.374], [0.205, -0.072, -0.119], [0.124, -0.005, 0.190], [-0.624, -0.064, 0.106], [0.197, 0.020, -0.283], [-0.159, -0.099, 0.178], [0.002, -0.286, 0.310], [0.214, -0.314, -0.303], [-1.404, 2.619, -0.369], [0.173, 0.182, 0.259], [-0.181, -0.106, -0.048], [-0.115, -0.103, -0.109], [0.356, 0.239, -0.049]],
  "gap_ev": 10.665,
  "total_charge": 0,
  "e_homo_ev": -9.6,
  "e_tot_ev": -7391.9126,
  "lumo_energy_ev": 1.06,
  "largest_force_ev_per_a": 2.99,
  "molar_mass_g_mol": 86.1
}

***

# 3
{
  "formula": "C5H10O",
  "method": "wB97M-V/def2-TZVPD",
  "species": ["C", "C", "C", "C", "C", "O", "H", "H", "H", "H", "H", "H", "H", "H", "H", "H"],
  "coordinates": [[2.066, -0.413, -0.313], [0.777, -0.876, 0.365], [-0.460, -0.666, -0.481], [-1.702, -0.918, -0.077], [0.176, 2.390, 0.085], [-0.038, 2.749, -0.972], [2.072, 0.671, -0.469], [2.944, -0.663, 0.291], [2.185, -0.888, -1.294], [0.860, -1.944, 0.607], [0.656, -0.358, 1.325], [-0.298, -0.294, -1.495], [-2.337, 1.296, 0.951], [-2.564, -0.768, -0.723], [-1.909, -1.282, 0.929], [-2.428, 1.963, 1.271]],
  "forces_ev_per_angstrom": [[0.044, 0.019, -0.035], [0.006, -0.046, 0.063], [-0.179, -0.084, 0.037], [0.164, 0.003, -0.073], [-0.241, 0.548, -1.333], [0.251, -0.427, 1.328], [-0.004, -0.179, 0.013], [-0.132, 0.031, -0.082], [-0.008, 0.036, 0.128], [-0.006, 0.133, -0.040], [-0.003, -0.062, -0.143], [-0.038, -0.082, 0.144], [-0.034, 0.140, 0.071], [0.177, -0.004, 0.050], [0.058, 0.031, -0.134], [-0.058, -0.057, 0.005]],
  "gap_ev": 10.815,
  "total_charge": 0,
  "e_homo_ev": -9.6,
  "e_tot_ev": -7392.6905,
  "lumo_energy_ev": 1.19,
  "largest_force_ev_per_a": 1.46,
  "molar_mass_g_mol": 86.1
}

***

# 4
{
  "formula": "C5H10O",
  "method": "wB97M-V/def2-TZVPD",
  "species": ["C", "C", "C", "H", "H", "H", "H", "H", "H", "O", "C", "C", "H", "H", "H", "H"],
  "coordinates": [[1.862, 1.156, -0.722], [2.129, 1.076, 0.841], [1.731, 0.110, 1.711], [2.648, 1.756, -1.312], [1.867, 0.038, -0.995], [0.898, 1.637, -0.748], [2.840, 1.782, 1.359], [2.273, 0.117, 2.751], [1.267, -0.801, 1.325], [-2.842, 0.478, 0.370], [-2.055, -0.315, -0.199], [-2.769, -1.421, -1.004], [-1.025, -0.554, 0.089], [-2.088, -1.962, -1.660], [-3.564, -0.896, -1.556], [-3.172, -2.202, -0.251]],
  "forces_ev_per_angstrom": [[1.468, -1.203, 1.942], [1.143, -0.243, 0.819], [2.247, 0.747, -0.169], [-1.232, -1.057, 1.108], [-0.327, 1.901, -0.295], [-0.425, -0.035, -0.829], [-0.944, -0.198, -1.090], [-1.692, -0.138, -1.988], [-0.249, 0.207, 0.500], [3.344, -1.213, -1.555], [-4.529, -0.516, 2.053], [0.361, -0.075, 0.644], [0.396, 0.989, -0.006], [-0.079, 0.059, -0.198], [0.077, -0.686, 0.198], [0.442, 1.461, -1.133]],
  "gap_ev": 10.351,
  "total_charge": 0,
  "e_homo_ev": -9.7,
  "e_tot_ev": -7392.0617,
  "lumo_energy_ev": 0.64,
  "largest_force_ev_per_a": 5.00,
  "molar_mass_g_mol": 86.1
}

***

# 5
{
  "formula": "C5H10O",
  "method": "wB97M-V/def2-TZVPD",
  "species": ["C", "C", "C", "H", "H", "H", "H", "H", "H", "C", "C", "O", "H", "H", "H", "H"],
  "coordinates": [[0.651, -0.987, -2.685], [0.627, -0.273, -1.346], [0.624, 1.034, -1.203], [-0.320, -0.778, -3.136], [1.446, -0.716, -3.364], [0.664, -2.065, -2.533], [0.345, -0.921, -0.525], [0.470, 1.596, -0.292], [0.887, 1.684, -2.029], [-0.597, 1.048, 2.228], [-0.540, -0.124, 2.830], [-1.279, -1.235, 2.581], [-1.260, 1.305, 1.413], [-0.086, 1.895, 2.652], [0.149, -0.318, 3.643], [-1.780, -1.145, 1.763]],
  "forces_ev_per_angstrom": [[-0.499, -0.157, 0.624], [-0.714, -0.587, -0.358], [0.673, 0.975, -0.092], [0.108, 0.006, -0.365], [0.187, 0.251, -0.079], [0.232, -0.043, -0.038], [0.194, 0.106, 0.317], [-0.031, -0.470, 0.292], [-0.121, -0.076, -0.321], [-0.379, 0.591, -0.009], [0.032, -0.211, 0.242], [0.184, -0.262, -0.243], [-0.176, -0.334, -0.069], [0.480, -0.075, -0.001], [-0.104, 0.096, 0.096], [-0.068, 0.189, 0.004]],
  "gap_ev": 10.125,
  "total_charge": 0,
  "e_homo_ev": -9.2,
  "e_tot_ev": -7392.7453,
  "lumo_energy_ev": 0.92,
  "largest_force_ev_per_a": 1.19,
  "molar_mass_g_mol": 86.1
}

***

# 6
{
  "formula": "C5H10O",
  "method": "wB97M-V/def2-TZVPD",
  "species": ["C", "C", "C", "C", "C", "O", "H", "H", "H", "H", "H", "H", "H", "H", "H", "H"],
  "coordinates": [[-2.087, 0.440, -0.036], [-0.978, -0.543, -0.392], [0.260, -0.401, 0.435], [1.599, -0.883, 0.045], [2.033, 0.515, 0.333], [0.923, 1.262, -0.401], [-1.779, 1.464, -0.267], [-2.335, 0.388, 1.031], [-2.998, 0.229, -0.603], [-1.315, -1.575, -0.190], [-0.730, -0.492, -1.455], [0.108, -0.250, 1.500], [2.010, -1.587, 0.778], [1.637, -1.312, -0.971], [3.012, 0.819, -0.046], [0.639, 1.924, 0.239]],
  "forces_ev_per_angstrom": [[-0.048, 0.059, 0.037], [0.081, 0.042, -0.047], [-0.258, -0.431, -0.063], [-0.193, -0.069, 0.105], [0.372, 0.070, -0.192], [-0.046, 0.252, 0.200], [-0.049, -0.139, 0.023], [0.038, 0.010, -0.155], [0.132, 0.021, 0.073], [0.059, 0.091, 0.016], [-0.033, -0.028, 0.155], [0.076, 0.032, -0.113], [-0.043, 0.103, -0.070], [0.020, 0.155, 0.118], [-0.167, -0.072, 0.093], [0.059, -0.095, -0.181]],
  "gap_ev": [7.101, 7.096],
  "total_charge": 0,
  "e_homo_ev": [-6.6, -6.6],
  "e_tot_ev": -7389.3621,
  "lumo_energy_ev": [0.49, 0.49],
  "largest_force_ev_per_a": 0.51,
  "molar_mass_g_mol": 86.1
}

***

# 7
{
  "formula": "C5H10O",
  "method": "wB97M-V/def2-TZVPD",
  "species": ["O", "C", "C", "C", "C", "C", "H", "H", "H", "H", "H", "H", "H", "H", "H", "H"],
  "coordinates": [[-1.582, 0.883, 1.854], [-1.687, 1.052, 0.668], [-1.249, -0.041, -0.231], [0.342, 0.134, -0.408], [1.091, 0.461, 0.839], [0.831, -1.213, -0.949], [-1.941, 1.942, 0.297], [-1.292, -1.082, 0.165], [-1.785, -0.015, -1.166], [0.340, 1.051, -0.967], [1.427, -0.435, 1.348], [0.514, 1.114, 1.471], [1.989, 0.983, 0.518], [1.930, -1.350, -0.922], [0.608, -2.115, -0.511], [0.464, -1.370, -2.006]],
  "forces_ev_per_angstrom": [[-0.553, 0.560, 1.185], [1.160, -4.865, 1.715], [1.253, -1.076, 0.300], [-2.125, -1.212, 0.415], [0.600, 0.186, 0.208], [1.509, 1.947, -3.762], [-1.263, 3.944, -1.823], [-0.793, 1.049, 0.338], [0.182, 0.034, -0.659], [0.940, -0.123, -1.463], [-0.210, -0.085, 0.458], [0.293, 0.059, 0.537], [0.241, 0.113, 0.162], [-0.176, 0.839, -0.518], [-1.703, -1.627, 2.093], [0.646, 0.256, 0.815]],
  "gap_ev": 10.698,
  "total_charge": 0,
  "e_homo_ev": -9.7,
  "e_tot_ev": -7393.0722,
  "lumo_energy_ev": 1.04,
  "largest_force_ev_per_a": 5.29,
  "molar_mass_g_mol": 86.1
}

***

# 8
{
  "formula": "C5H10O2",
  "method": "wB97M-V/def2-TZVPD",
  "species": ["O", "C", "C", "C", "C", "C", "O", "H", "H", "H", "H", "H", "H", "H", "H", "H", "H"],
  "coordinates": [[-2.602, -0.283, 1.492], [-1.926, -0.999, 0.677], [-0.442, -1.121, 0.745], [0.245, -0.850, -0.592], [0.196, 0.592, -1.052], [0.709, 1.566, -0.015], [2.136, 1.564, 0.097], [-2.445, -1.596, -0.077], [-0.173, -2.180, 1.011], [-0.103, -0.505, 1.533], [-0.093, -1.574, -1.328], [1.331, -1.021, -0.433], [0.880, 0.720, -1.901], [-0.783, 0.902, -1.418], [0.220, 1.421, 0.949], [0.467, 2.600, -0.261], [2.384, 0.764, 0.574]],
  "forces_ev_per_angstrom": [[-0.248, 0.333, 0.462], [0.043, 0.417, -0.152], [-1.016, -1.598, -1.090], [1.094, 0.225, 0.926], [0.089, 0.453, -0.737], [-0.312, 0.649, 0.231], [0.043, -0.260, 0.299], [-0.062, -0.377, -0.246], [0.258, 0.185, 0.097], [0.507, 0.718, 0.867], [-0.102, 0.107, -0.244], [-0.083, -0.463, -0.187], [-0.084, -0.101, -0.146], [-0.230, -0.076, 0.288], [0.138, -0.237, 0.111], [-0.055, 0.033, -0.402], [0.020, -0.007, -0.077]],
  "gap_ev": [3.269, 7.073],
  "total_charge": -1,
  "e_homo_ev": [0.6, -3.3],
  "e_tot_ev": -9440.4779,
  "lumo_energy_ev": [3.92, 3.75],
  "spin_multiplicity": 2,
  "largest_force_ev_per_a": 2.18,
  "molar_mass_g_mol": 102.1
}

***

# 9
{
  "formula": "C5H10O2",
  "method": "wB97M-V/def2-TZVPD",
  "species": ["C", "C", "O", "C", "C", "C", "O", "H", "H", "H", "H", "H", "H", "H", "H", "H", "H"],
  "coordinates": [[-2.151, -0.122, -0.070], [-0.766, -0.548, -0.524], [-0.235, 0.292, -1.544], [0.159, -0.663, 0.718], [1.611, -0.237, 0.482], [1.861, 1.214, 0.156], [1.041, 2.085, 0.357], [-2.564, -0.841, 0.651], [-2.065, 0.844, 0.422], [-2.823, -0.030, -0.924], [-0.850, -1.535, -0.996], [-0.193, 1.206, -1.222], [-0.277, -0.083, 1.547], [0.171, -1.721, 1.015], [2.118, -0.809, -0.300], [2.152, -0.416, 1.421], [2.858, 1.433, -0.308]],
  "forces_ev_per_angstrom": [[-0.013, -0.040, -0.175], [0.129, -0.221, 0.198], [-0.121, 0.154, 0.090], [0.011, 0.026, -0.267], [0.130, 0.021, 0.102], [-0.691, 0.053, 0.028], [0.644, -0.157, -0.160], [0.089, 0.153, -0.188], [-0.133, 0.186, 0.096], [-0.032, -0.045, 0.078], [0.175, 0.205, -0.027], [-0.145, -0.324, 0.023], [0.279, -0.140, -0.234], [-0.023, 0.298, 0.139], [-0.137, -0.183, 0.107], [0.228, -0.056, -0.134], [-0.388, 0.068, 0.324]],
  "gap_ev": 11.005,
  "total_charge": 0,
  "e_homo_ev": -10.0,
  "e_tot_ev": -9441.7056,
  "lumo_energy_ev": 0.98,
  "largest_force_ev_per_a": 0.69,
  "molar_mass_g_mol": 102.1
}

***

# 10
{
  "formula": "C5H10O2",
  "method": "wB97M-V/def2-TZVPD",
  "species": ["O", "C", "C", "C", "C", "O", "C", "H", "H", "H", "H", "H", "H", "H", "H", "H", "H"],
  "coordinates": [[-2.134, -1.501, -0.304], [-2.322, -0.311, -0.270], [-0.202, 0.755, 1.729], [0.649, 0.340, 0.803], [1.563, 0.979, -0.216], [1.950, -0.318, -0.703], [1.119, -0.990, 0.268], [-0.456, -0.720, -2.615], [-2.974, 0.160, 0.491], [-1.861, 0.382, -1.001], [-0.749, 0.046, 2.347], [-0.371, 1.813, 1.914], [0.240, -0.548, -2.405], [2.415, 1.536, 0.195], [1.074, 1.584, -0.991], [0.344, -1.609, -0.202], [1.714, -1.598, 0.961]],
  "forces_ev_per_angstrom": [[-0.110, 0.502, 0.001], [0.024, -0.286, -0.001], [0.136, -0.061, -0.108], [-0.159, 0.079, 0.176], [-0.014, 0.327, 0.016], [0.113, -0.031, -0.079], [-0.139, -0.248, 0.162], [0.070, 0.011, 0.000], [0.069, -0.101, -0.060], [-0.032, -0.120, 0.049], [0.089, 0.085, -0.096], [0.051, -0.139, -0.043], [-0.074, -0.020, -0.052], [-0.117, -0.084, -0.052], [0.051, -0.087, 0.104], [0.126, 0.088, 0.072], [-0.085, 0.086, -0.090]],
  "gap_ev": 10.389,
  "total_charge": 0,
  "e_homo_ev": -9.5,
  "e_tot_ev": -9438.3800,
  "lumo_energy_ev": 0.88,
  "largest_force_ev_per_a": 0.51,
  "molar_mass_g_mol": 102.1
}